Entry 1:
C12H23BBeN4O7P | the ωB97M-V functional and the def2-TZVPD basis

Element x y z (Å)
P -1.87858 -0.30245 -0.18941
O 1.28280 -2.49694 2.67436
O 3.93506 -1.56302 1.61497
O 0.45686 -0.21540 -2.65061
O 0.16189 -4.38510 -2.72231
O -0.29154 -2.73590 -1.56767
O 1.46131 2.02431 0.57638
O 2.42204 0.29216 -1.69689
N 1.84510 -0.90377 0.92685
N -0.25688 0.04376 0.37879
N 0.61450 -3.33692 -2.39121
N -0.98730 2.49282 0.61929
C 1.10584 -0.19910 3.42217
C -2.40358 0.78905 -1.67952
C 1.40040 -1.30473 2.27509
C 3.59068 -2.36368 -0.62563
C -3.14410 0.19669 1.17074
C 1.27093 -0.26978 -1.52769
C -0.79788 3.63020 -0.32240
C -2.87516 -0.27824 -2.82693
C 3.09923 -1.56865 0.66199
C 0.25896 -2.41069 -0.26238
C -0.96149 3.04091 2.01024
C 0.80478 -0.90049 -0.10956
B 0.12552 1.45648 0.48085
Be 2.32031 -1.16459 -3.46903
H -2.17973 -0.21808 -3.73309
H 0.07585 3.46122 2.27786
H -3.97399 -0.15204 -3.11301
H -0.55608 -2.67351 0.51170
H -1.22769 2.18923 2.73642
H -3.30787 1.43440 -1.38567
H -2.67325 0.21875 2.20422
H 0.10962 0.31342 3.21067
H 0.22757 4.13037 -0.28953
H 1.16262 -0.67648 4.45242
H 2.83941 -2.43634 -1.48106
H -3.99936 -0.56332 1.06755
H 4.60099 -1.93097 -0.96860
H -1.55169 4.44594 -0.00272
H -2.77132 -1.35164 -2.41386
H 1.68688 2.39981 -0.31134
H -1.03753 3.40090 -1.41274
H -3.59884 1.20891 0.86092
H -1.70038 3.91388 2.11597
H -1.53731 1.39929 -2.09122
H 1.96720 0.56735 3.34924
H 3.81254 -3.44138 -0.29185
H 1.07267 -3.20664 -0.06276

Net charge: +1

Entry 2:
C22H41N2O11 | the ωB97M-V functional and the def2-TZVPD basis

Element x y z (Å)
O 2.72040 -4.07798 2.93573
O -5.32345 -0.91708 1.04918
O -6.20971 7.23747 -1.84656
O 2.94944 -5.82955 1.53020
O 5.34941 -1.90776 -1.75634
O 1.40653 -5.77541 3.18574
O -0.72173 1.55853 0.96510
O 6.74387 -1.84821 -3.53784
O -5.07481 6.25719 -0.29199
O -4.37840 6.05294 -2.43426
O 6.49793 -0.11229 -2.11460
N -4.64284 2.15706 1.22005
N -3.86215 2.71077 2.13104
C -5.13794 6.49790 -1.61071
C 3.82071 -3.45510 2.26869
C 7.47247 0.61018 -2.87990
C 6.03309 -4.26036 -1.62330
C -5.61194 -0.67059 -0.31543
C 0.03763 1.78161 -0.26985
C 1.90739 -8.15966 3.41079
C 1.13710 -0.80850 1.60172
C -2.90060 1.16469 0.03900
C -2.02496 1.72724 0.95971
C -4.26082 1.39188 0.19507
C 0.98269 -7.11130 2.83701
C 1.26701 -0.43184 0.11754
C 4.99424 -3.26481 -2.08637
C -3.92381 5.51497 0.12597
C -5.31906 0.80685 -0.68853
C -2.68242 6.37550 0.21361
C -2.58535 2.50227 2.02015
C 2.42149 -5.29730 2.47293
C 6.26027 -1.34840 -2.55658
C -6.41386 7.58429 -3.22606
C 1.37034 1.07474 -0.16194
H 6.22204 -4.13852 -0.55591
H 0.91052 -7.18881 1.75281
H 1.86840 1.23557 -1.12515
H -5.06027 -1.34589 -0.97454
H -4.19235 5.13228 1.10995
H -7.37365 8.08847 -3.25626
H -4.97858 0.88092 -1.72627
H -3.77402 4.67487 -0.55801
H -6.23755 1.39744 -0.61091
H 1.50780 -9.15244 3.20301
H -0.54278 1.39765 -1.11598
H 5.67401 -5.27463 -1.79700
H 1.99365 -8.04129 4.49097
H 7.19773 0.62690 -3.93220
H 2.16802 -0.90076 -0.29003
H -1.85082 5.79307 0.61517
H -0.01517 -7.19027 3.26332
H -2.85766 7.22409 0.87428
H 0.42530 -0.84911 -0.45247
H 1.68037 -0.09834 2.23347
H 4.05303 -3.43038 -1.56341
H 4.81492 -3.34551 -3.15787
H -5.62847 2.35157 1.35854
H 1.52501 -1.81479 1.77259
H -2.39778 6.74811 -0.76895
H 3.87076 -2.43760 2.64601
H -5.62393 8.25118 -3.56517
H 7.47655 1.61498 -2.46965
H 3.66521 -3.44072 1.19102
H 4.74867 -3.97442 2.50155
H 2.89963 -8.08936 2.96797
H -2.54869 0.55579 -0.78591
H 1.98221 1.56307 0.60429
H 0.14703 2.86632 -0.36766
H -6.42962 6.69056 -3.84551
H 8.45390 0.15302 -2.76930
H -6.68158 -0.84486 -0.44921
H 0.09514 -0.79990 1.93328
H -1.93998 2.95339 2.76644
H 6.97339 -4.13293 -2.15729
H -4.51857 -1.43860 1.13105

Net charge: +1

Entry 3:
C38H81F3O29P6S | the ωB97M-V functional and the def2-TZVPD basis

Element x y z (Å)
S -2.50417 -2.88477 0.94607
P -1.17305 2.75885 -6.73059
P -0.52028 5.27598 4.62964
P -7.24401 -8.86101 4.14166
P 3.18117 3.38755 -1.21117
P 5.45631 9.75225 2.43114
P 7.08710 3.36863 -7.00811
F 2.18349 -1.16597 -0.59107
F 0.13610 -0.52992 -0.29485
F 1.28696 -1.27958 1.41504
O -2.52786 3.53421 -7.16508
O 4.66826 8.35331 1.99116
O -1.02711 1.43787 -7.40654
O -4.63777 -4.23841 3.43573
O -0.24804 3.70758 -7.75327
O 6.02677 10.97652 3.42320
O 4.73981 3.56032 -0.61020
O 0.45858 -3.63960 1.01713
O -8.12964 -9.56706 5.36132
O -6.88895 -7.83997 2.86554
O -1.78525 5.72963 3.98692
O 7.77522 4.22904 -8.01245
O 3.45924 3.89009 -2.59410
O -0.63827 3.62763 4.35590
O 4.18524 10.65190 1.98642
O -7.61283 -10.06853 3.12431
O 6.54563 9.72507 1.41483
O 7.78012 3.41521 -5.54253
O 5.90403 4.43000 -6.52920
O 1.61676 2.89817 -1.52357
O 2.64664 4.53679 -0.19813
O -2.50432 -4.86630 2.85277
O -4.17129 -4.81360 1.26769
O 7.81984 1.89907 -7.34851
O 0.76882 5.38316 3.65302
O -1.87669 2.24117 -5.31339
O -5.88631 -8.99278 4.74374
O -0.10491 6.69539 5.39633
O -4.41087 -1.49913 -3.86806
C -2.15787 -7.71096 3.17188
C -3.63659 -0.53115 -3.20440
C -9.56392 -9.57154 5.22057
C -2.42875 -7.30657 4.47409
C -0.60001 -5.81676 1.58984
C 4.92114 3.94420 -5.58606
C 0.63523 5.00086 2.28649
C 1.06223 -1.42762 0.10732
C -2.89157 -5.06023 -0.84864
C -1.29258 -8.79643 3.01064
C -6.61692 -10.54486 2.22615
C -2.71607 -7.04677 1.92132
C -3.83717 -4.58070 2.62223
C -4.15098 -4.52711 -1.60962
C -3.94596 -2.81714 -3.58634
C 0.16870 -4.97357 0.56117
C 1.17498 3.63575 -7.55701
C -2.11205 -7.46707 6.98853
C -1.85102 -7.93783 5.56688
C -1.49836 2.90338 5.25227
C -6.76282 -6.44459 3.20035
C -2.10842 3.25497 -4.31194
C 1.06166 6.67431 6.24081
C 9.20001 3.40821 -5.44652
C 7.05597 10.59991 4.35244
C -0.98784 -9.00422 5.35402
C -2.85997 -4.70876 0.64198
C -3.89980 -3.04784 -2.04636
C 5.67021 2.52383 -0.96491
C 3.24235 5.83196 -0.23234
C 0.55677 -2.85718 -0.16326
C 7.30445 1.19529 -8.48960
C 4.41042 11.90143 1.34014
C 3.55411 7.93516 2.80485
C -2.13584 -5.61327 1.65300
C -2.92999 3.51650 -8.53089
C -0.69862 -9.45864 4.07283
C 0.89183 2.22733 -0.47114
H 2.72991 8.64570 2.72019
H 1.20508 -3.38598 -0.88423
H 5.84053 2.51970 -2.04282
H 0.92311 3.95603 2.17265
H -2.37187 -7.67245 1.07946
H 7.28235 11.46230 4.97529
H -2.05293 -4.55692 -1.34625
H -2.59559 -0.85479 -3.01341
H -9.94138 -8.55908 5.07116
H -2.53206 3.23120 5.13272
H 5.34822 11.90195 0.78435
H 3.58766 12.07569 0.64930
H -2.58488 2.61568 -9.03862
H -9.99123 -9.97415 6.13604
H 3.85585 7.84171 3.84934
H 4.43963 3.04187 -5.96668
H 7.81413 0.23657 -8.55552
H -6.70299 -10.02430 1.27091
H -1.38702 -6.65934 7.19395
H -2.85734 3.96927 -4.65788
H 7.95755 10.29790 3.81722
H 1.13553 7.63891 6.73811
H 4.42267 12.70214 2.08078
H 1.43444 3.90342 -6.53220
H -4.17045 -5.11791 -2.53967
H -7.67593 -6.08193 3.67366
H -5.91427 -6.29207 3.86553
H -3.10428 -7.03635 7.14416
H -2.89188 -2.82634 -3.93007
H -0.05834 1.89163 -0.87691
H 9.55643 2.38385 -5.32600
H 1.44774 1.36587 -0.11454
H -1.07729 -9.11507 1.98574
H 1.96184 6.51411 5.64397
H 1.64656 4.34612 -8.23212
H 0.70006 2.91190 0.35572
H -0.27383 -4.97716 -0.44265
H -3.81199 -7.09908 1.90221
H 5.38540 3.73605 -4.62299
H -1.42840 1.84578 5.00849
H -2.75171 -6.14468 -0.97138
H -4.51862 -3.57889 -4.12184
H 9.48056 3.98289 -4.56545
H 3.21838 6.96476 2.44779
H -5.61331 -10.40627 2.63023
H 4.04512 5.87904 0.50463
H -6.79066 -11.60705 2.06314
H -0.01392 -10.27640 3.86359
H -9.86294 -10.20413 4.38313
H -1.86044 -8.28241 7.67393
H -5.07880 -4.67513 -1.05353
H 1.53767 2.63151 -7.78266
H -0.20232 -5.55869 2.58387
H 9.66368 3.85604 -6.32571
H 7.49175 1.76402 -9.40184
H -1.17736 3.77538 -4.08325
H -2.47640 2.77057 -3.40965
H 5.29966 1.55005 -0.64292
H 1.15998 -5.45382 0.44108
H 1.30757 5.61273 1.69267
H 0.97807 5.89345 6.99772
H 6.61019 2.72432 -0.45617
H -2.91185 -2.70271 -1.72404
H 3.63626 6.07259 -1.21947
H -1.18054 3.04474 6.28574
H -3.09754 -6.45427 4.60379
H -3.57149 0.42829 -3.73128
H 6.23464 1.01452 -8.37742
H -0.38414 5.14259 1.92491
H 2.48208 6.56650 0.03133
H -3.75754 -2.39389 0.79492
H -4.64296 -2.41897 -1.53581
H 4.16732 4.71471 -5.44921
H 6.71427 9.78657 4.99378
H -0.29623 -6.85632 1.42476
H -4.01762 3.54737 -8.56169
H -0.52727 -9.48307 6.21836
H -4.04404 -0.29515 -2.20242
H -6.60047 -5.88548 2.28198
H -0.42211 -2.76647 -0.66216
H -2.53902 4.39774 -9.04135

SMILES: COCCCC[C@@]1(S)OC(=O)O[C@@]1(CCOCC(F)(F)F)Cc1cccc(C)c1.COP(=O)(OC)OC.COP(=O)(OC)OC.COP(=O)(OC)OC.COP(=O)(OC)OC.COP(=O)(OC)OC.COP(=O)(OC)OC
Net charge: 0

| no. | HOMO level (eV) | gap between HOMO and LUMO (eV) |
| --- | --- | --- |
| 1 | -11.13 | 2.68 |
| 2 | -12.34 | 8.12 |
| 3 | -9.03 | 7.35 |